Record 1
Entry from the Open Molecules 2025 dataset: the molecule C6H11NO at a distorted geometry (the ωB97M-V functional and the def2-TZVPD basis).

Geometry as XYZ:
```
19
Properties=species:S:1:pos:R:3:forces:R:3
C -1.839697 -0.907086 -0.120258 -2.90 0.55 -2.28
C -0.708489 -0.266431 0.591235 -1.48 -3.19 -0.29
C -0.625692 1.086508 0.262634 0.32 10.36 1.62
C 1.003107 0.402246 -0.940995 -0.38 -3.60 0.30
C 1.686025 -0.992194 -0.784408 0.09 2.61 1.41
C 0.621449 -0.758705 0.331276 6.93 -1.91 -0.35
H -2.833018 -0.579676 0.563175 2.35 -1.77 -2.11
H -1.464078 -2.007871 -0.232642 -2.01 1.68 0.01
H -2.069994 -0.283899 -1.225395 0.73 -2.41 2.95
H -1.036975 -0.449378 1.581037 0.75 0.03 1.49
H -0.938536 1.729675 1.243769 0.14 -0.80 -2.51
H -1.125008 1.531081 -0.742266 0.51 -1.39 2.63
H 1.106122 2.421291 -0.264407 -0.66 -1.99 0.39
H -0.004769 0.164676 -1.430299 1.73 0.83 -0.45
H 1.637951 -1.586618 -1.666887 -0.38 -0.49 -0.38
H 2.722283 -0.845653 -0.337724 -1.59 -0.98 -0.54
H 1.395767 0.497101 1.638641 0.95 -3.20 -0.42
N 0.908873 1.412625 0.046547 -1.79 2.20 -0.62
O 1.564686 -0.567700 1.486970 -3.30 3.46 -0.85
```
Forces are in eV/Å.

The HOMO energy is -7.9 eV. The energy above the lowest of the compared OMol25 structures with the same formula, charge and spin is 8.260 eV. For the frontier orbital gap, the calculation gives 8.79 eV. The charge is 0.

Record 2
Entry from the Open Molecules 2025 dataset: a structure of composition C6H11NO at a distorted geometry (the ωB97M-V functional and the def2-TZVPD basis).

Geometry as XYZ:
```
19
Properties=species:S:1:pos:R:3:forces:R:3
C -0.538741 0.682246 0.509972 1.16 0.06 -2.30
C -0.556668 -0.788669 -1.774437 0.79 -0.71 0.14
C -0.860197 2.136441 0.724977 -0.03 -0.14 0.01
C 0.211477 0.354556 -1.165893 -3.39 1.80 0.37
N 0.552476 -2.121952 0.967161 -0.34 -0.51 -0.30
C 0.843789 0.267519 0.670117 1.49 -1.59 0.77
C 1.333391 -1.021928 0.695371 -0.28 1.47 0.84
O 0.731231 1.225296 -1.822422 0.41 -0.40 0.76
H -1.310704 -0.050081 0.726965 -0.03 0.04 -0.10
H 1.017811 -2.968161 1.252536 -0.10 0.14 -0.03
H -0.339553 -1.950977 1.411609 0.24 -0.09 0.03
H 1.582444 1.056780 0.676504 0.04 0.00 -0.28
H 2.397333 -1.186504 0.611555 0.02 -0.05 0.00
H -0.571586 -1.653958 -1.119740 -0.03 -0.14 -0.01
H -0.099788 -1.053403 -2.727577 0.02 -0.06 -0.03
H -1.586044 -0.484611 -1.960803 0.09 0.28 0.12
H -0.158099 2.768229 0.175897 0.03 -0.11 -0.08
H -0.784113 2.420046 1.778106 -0.08 -0.02 0.03
H -1.864462 2.369131 0.370103 0.00 0.03 0.06
```
Forces are in eV/Å.

The HOMO energy is -7.0 eV. The energy above the lowest of the compared OMol25 structures with the same formula, charge and spin is 2.941 eV. For the frontier orbital gap, the calculation gives 7.82 eV. The charge is 0.

Record 3
Entry from the Open Molecules 2025 dataset: a structure of composition C6H11NO at a distorted geometry (the ωB97M-V functional and the def2-TZVPD basis).

Geometry as XYZ:
```
19
Properties=species:S:1:pos:R:3:forces:R:3
C -0.007297 -1.659679 -0.387653 1.15 3.28 -3.67
C 1.339127 -0.731269 -0.043089 0.05 -2.13 2.86
C 1.040962 0.680768 0.525831 0.47 0.79 4.82
C 0.403633 1.976026 -0.063126 0.15 1.24 -1.32
C -0.728501 0.786629 -0.275617 -0.18 5.08 5.17
C -1.966635 0.042226 -0.313726 1.02 -2.59 -3.48
H 0.156520 -1.602089 -1.531013 -1.56 -0.26 1.05
H 0.141694 -2.707785 -0.197508 -0.27 -0.13 0.93
H 1.569863 -1.403744 0.945931 0.82 2.11 -2.20
H 2.186217 -0.706719 -0.812408 -1.35 -0.67 0.97
H 1.814012 0.972955 1.274817 -0.03 -0.39 -0.57
H 0.942264 2.510291 -0.965000 -1.29 -1.20 1.43
H 0.236408 2.743855 0.829404 0.21 -1.85 -2.12
H -0.094904 0.312349 -0.912582 0.57 -1.53 -2.37
H -2.010663 -0.298353 -1.384866 -1.95 1.00 0.52
H -2.832226 0.147469 0.343025 0.26 0.28 -0.47
H -0.594757 -0.443181 1.621750 1.14 2.49 -1.27
N -0.344444 0.536556 1.216199 2.12 -0.27 -0.06
O -1.251273 -1.156304 0.129631 -1.33 -5.27 -0.21
```
Forces are in eV/Å.

The HOMO energy is -8.3 eV. The energy above the lowest of the compared OMol25 structures with the same formula, charge and spin is 9.057 eV. For the frontier orbital gap, the calculation gives 9.23 eV. The charge is 0.

Record 4
Entry from the Open Molecules 2025 dataset: the molecule C6H11NO at a distorted geometry (the ωB97M-V functional and the def2-TZVPD basis).

Geometry as XYZ:
```
19
Properties=species:S:1:pos:R:3:forces:R:3
C 1.572289 0.272194 -0.720472 0.58 -3.69 0.73
C 0.499984 0.230465 0.359897 5.69 0.74 3.93
C -0.472009 1.342147 0.111139 -1.70 0.72 -1.48
C -1.665573 0.382236 0.174884 -2.18 1.71 3.17
C -1.140170 -0.831773 -0.494293 -3.15 1.70 -0.72
C -0.165965 -1.204958 0.467131 4.11 -2.60 2.24
H 2.781725 -0.265505 0.843370 -0.20 -0.74 -4.74
H 1.256948 -0.366207 -1.606545 0.33 1.42 0.52
H 2.100677 1.147555 -0.890500 -0.80 2.71 -1.10
H 1.268664 0.367419 1.404485 -2.41 0.17 -2.41
H -0.499138 1.716459 -0.923229 0.72 -0.49 -0.25
H -0.287916 2.311661 0.611328 -0.80 -0.88 0.83
H -2.056551 0.346103 1.349660 1.18 -0.53 -2.91
H -3.191951 -0.668009 0.046534 0.41 -0.41 -1.70
H -0.484180 -0.417870 -1.253677 -1.39 -0.52 -1.20
H 0.661863 -1.833098 0.023101 -0.87 0.00 0.36
H -0.335330 -1.730002 1.491483 -0.26 1.62 -1.63
N -2.557182 -0.350685 -0.734074 -0.49 -0.06 1.51
O 2.713815 -0.448138 -0.260222 1.23 -0.86 4.84
```
Forces are in eV/Å.

The HOMO energy is -8.5 eV. The energy above the lowest of the compared OMol25 structures with the same formula, charge and spin is 7.934 eV. For the frontier orbital gap, the calculation gives 9.34 eV. The charge is 0.

Record 5
Entry from the Open Molecules 2025 dataset: a structure of composition C6H11NO2 at a distorted geometry (the ωB97M-V functional and the def2-TZVPD basis).

Geometry as XYZ:
```
20
Properties=species:S:1:pos:R:3:forces:R:3
C 1.769101 -2.348899 1.074944 -0.46 -0.48 0.02
C 0.804843 1.009448 1.160691 -0.23 0.20 -0.33
C -1.059734 1.872446 -1.484631 -0.43 0.31 -0.39
N 0.477081 -0.209159 0.430710 5.15 -3.02 2.03
C 0.232420 -0.438969 -0.823305 -5.62 2.43 -0.80
C -1.264022 0.566011 -0.810844 1.72 -1.48 -1.05
C -2.395939 -0.028004 -0.462900 0.25 0.17 -0.04
O 1.998861 -1.042871 0.622833 -1.74 1.26 0.24
O 0.401577 -1.192197 -1.727892 1.10 0.03 0.46
H 1.359662 -2.994824 0.283045 -0.01 0.16 0.13
H 1.093391 -2.380036 1.944448 0.13 0.04 -0.16
H 2.726655 -2.790715 1.385821 -0.05 0.34 -0.09
H 1.627359 1.517396 0.657719 -0.07 0.16 0.16
H -0.075682 1.646057 1.256147 0.05 -0.06 -0.23
H 1.104610 0.723995 2.167452 0.01 -0.16 -0.20
H -0.702401 2.634530 -0.786613 0.04 -0.03 -0.05
H -0.335214 1.790726 -2.300070 -0.01 -0.02 0.12
H -1.995109 2.235808 -1.925721 0.06 0.05 0.13
H -3.358775 0.412966 -0.712613 0.07 0.11 0.22
H -2.408682 -0.983708 0.050780 0.03 0.00 -0.17
```
Forces are in eV/Å.

The HOMO energy is -9.0 eV. The energy above the lowest of the compared OMol25 structures with the same formula, charge and spin is 5.589 eV. For the frontier orbital gap, the calculation gives 9.45 eV. The charge is 0.

Record 6
Entry from the Open Molecules 2025 dataset: a cluster of 2 separate species, C6H11NO2 in total at a distorted geometry (the ωB97M-V functional and the def2-TZVPD basis).

Geometry as XYZ:
```
20
Properties=species:S:1:pos:R:3:forces:R:3
C -1.382128 0.074154 0.166233 -1.89 -1.89 -1.43
C 3.410452 -0.318990 -0.020761 0.21 0.31 0.69
C -2.084897 1.359809 -0.195105 0.95 0.95 -0.72
C -1.213575 -0.868929 -0.776133 -0.92 1.54 1.53
N -1.492114 -0.278637 1.542670 0.45 0.14 0.41
C 1.394335 0.845619 0.650681 2.31 -0.21 -2.42
C -1.606777 -1.733683 -1.665315 0.53 -0.06 -0.64
O 1.994517 -0.263451 -0.058024 -1.45 1.13 0.98
O 0.923369 1.753894 0.032291 0.06 -0.91 1.18
H -0.598085 -0.235041 2.013655 -0.20 -0.23 0.31
H -1.958736 -1.166624 1.683560 0.47 -0.08 -0.02
H 1.629672 0.823951 1.732450 -0.46 -0.13 -0.15
H 3.833177 0.437794 -0.685178 0.04 -0.21 -0.18
H 3.797154 -0.108036 0.982058 -0.05 0.02 0.14
H 3.740931 -1.329844 -0.266515 -0.22 0.20 -0.25
H -2.904785 1.221754 -0.899447 -0.11 -0.38 0.08
H -2.464038 1.894127 0.674660 0.17 -0.25 0.10
H -1.394896 2.020326 -0.718753 0.03 0.25 0.05
H -2.667137 -1.913274 -1.809149 -0.08 -0.18 0.30
H -0.956440 -2.214918 -2.383878 0.16 0.02 0.02
```
Forces are in eV/Å.

The HOMO energy is -8.6 eV. The energy above the lowest of the compared OMol25 structures with the same formula, charge and spin is 4.351 eV. For the frontier orbital gap, the calculation gives 9.41 eV. The charge is 0.